1.
# C24H48O24

A cluster of 8 separate species, C24H48O24 in total in a non-equilibrium geometry (wB97M-V/def2-TZVPD, the Open Molecules 2025 dataset).

## Properties
* energy: -2749.02641 a.u.
* total charge: 0
* Kohn-Sham gap: 11.029 eV

Each line ends with the Mulliken charge.
Cartesian coordinates (Å):
C: -18.02291 28.15620 0.16060  -0.6660
O: -17.45764 27.56122 -1.02228  -0.3261
C: -17.02540 26.31008 -0.86130  0.7330
O: -17.06632 25.66416 0.14784  -0.5628
O: -16.57985 25.86810 -2.04084  -0.2472
C: -15.62904 24.80695 -2.02122  -0.5456
H: -18.59526 27.45930 0.76212  0.3226
H: -18.54729 29.00026 -0.28573  0.2252
H: -17.24017 28.61374 0.76963  0.2860
H: -15.04324 24.76250 -1.10385  0.4391
H: -14.96354 25.05027 -2.84903  0.1580
H: -16.11028 23.85901 -2.23455  0.1885
C: -14.11310 20.44666 -6.08668  -0.4536
O: -13.36374 21.64042 -5.86866  -0.3601
C: -12.90522 21.82030 -4.64272  0.8093
O: -13.05638 21.11109 -3.68479  -0.5950
O: -12.32705 23.01482 -4.60332  -0.4270
C: -11.95773 23.48578 -3.32462  -0.0953
H: -14.99418 20.35056 -5.44470  0.0963
H: -13.68738 19.45547 -5.92596  0.2730
H: -14.46665 20.55350 -7.10692  0.4343
H: -12.79709 23.85318 -2.73934  0.0255
H: -11.26771 24.32098 -3.44771  0.3267
H: -11.37437 22.76296 -2.75474  -0.0036
C: -14.26587 16.82141 -10.77618  -0.7023
O: -13.39855 16.20880 -9.84102  -0.3721
C: -13.03828 16.93342 -8.77098  0.8110
O: -13.66933 17.87276 -8.35624  -0.4771
O: -11.91012 16.43660 -8.32308  -0.3571
C: -11.32893 17.01654 -7.11918  -0.4356
H: -15.27465 16.97934 -10.39064  0.3150
H: -14.36847 16.15582 -11.63012  0.3095
H: -13.87010 17.78536 -11.09978  0.2969
H: -11.49554 16.19956 -6.41954  0.2714
H: -11.79443 17.94806 -6.81514  0.1453
H: -10.26962 17.14881 -7.31252  0.2537
C: -10.90730 17.54539 3.12257  -0.6584
O: -11.27734 18.74935 2.49712  -0.3199
C: -11.01407 19.02243 1.22923  0.6916
O: -10.49967 18.26493 0.44335  -0.5586
O: -11.62533 20.16506 0.93062  -0.2822
C: -11.30075 20.85780 -0.27202  -0.5877
H: -11.47107 17.37812 4.04034  0.2471
H: -9.84316 17.52419 3.34239  0.2754
H: -11.26770 16.71514 2.50719  0.3101
H: -10.21854 21.00478 -0.30164  0.2481
H: -11.66230 21.86547 -0.06722  0.2479
H: -11.73465 20.39291 -1.15259  0.3375
C: -17.56296 21.48452 -3.65297  -0.7188
O: -16.93581 22.71195 -4.00903  -0.2323
C: -16.72279 22.99599 -5.28049  0.8088
O: -16.96939 22.29465 -6.23350  -0.6146
O: -16.13062 24.16318 -5.36863  -0.2538
C: -15.89315 24.72186 -6.63119  -0.7731
H: -17.12159 21.08079 -2.74409  0.2888
H: -17.46824 20.75358 -4.45364  0.1682
H: -18.60922 21.67787 -3.41668  0.3884
H: -15.45860 23.95082 -7.27813  0.2638
H: -15.09060 25.45915 -6.64962  0.2747
H: -16.74372 25.15761 -7.15247  0.3144
C: -17.19844 20.74069 -8.90676  -0.0450
O: -16.21940 20.81956 -9.93011  -0.2977
C: -16.20426 20.01021 -10.96995  0.9094
O: -16.91240 19.04538 -11.15952  -0.6021
O: -15.35132 20.49440 -11.85356  -0.3552
C: -15.15070 19.73508 -13.04008  -0.5829
H: -16.72704 20.62797 -7.93848  -0.3809
H: -17.82610 19.85799 -9.04998  0.3336
H: -17.87772 21.58840 -8.87792  0.2767
H: -15.17686 18.67644 -12.78837  0.2390
H: -14.18948 19.99340 -13.47484  0.2375
H: -15.93442 19.93218 -13.77117  0.2776
C: -17.43384 16.53373 -2.26874  -0.7439
O: -17.43208 17.51146 -3.31214  -0.2429
C: -17.42553 17.12271 -4.58045  0.5858
O: -17.77024 16.02179 -4.95556  -0.5927
O: -17.14332 18.17285 -5.34643  -0.0466
C: -16.63054 17.87080 -6.66391  -0.0246
H: -17.10306 15.52707 -2.52433  0.3305
H: -18.47293 16.47670 -1.95456  0.2965
H: -16.75038 16.83017 -1.47745  0.2558
H: -17.44146 17.50885 -7.29673  0.3699
H: -15.77980 17.19914 -6.61604  0.4136
H: -16.42006 18.88009 -7.00459  -0.6119
C: -10.01649 25.68557 1.69649  -0.6617
O: -10.00983 25.23841 0.34690  -0.3102
C: -9.34337 24.09481 0.09307  0.8115
O: -8.65237 23.52147 0.87801  -0.5471
O: -9.42620 23.92986 -1.21709  -0.2418
C: -8.55616 23.04220 -1.90230  -0.7083
H: -8.99896 26.00445 1.93832  0.2854
H: -10.19934 24.84581 2.37004  0.3009
H: -10.73657 26.48340 1.82619  0.2248
H: -7.51213 23.33308 -1.76817  0.3471
H: -8.79370 23.12524 -2.95821  0.2354
H: -8.61831 22.00858 -1.56297  0.3054

---

2.
# C18H33CaCl8F2MgN2NbO6P

A structure of composition C18H33CaCl8F2MgN2NbO6P in a non-equilibrium geometry (wB97M-V/def2-TZVPD, the Open Molecules 2025 dataset).

## Properties
* energy: -6423.03388 a.u.
* total charge: -1
* Kohn-Sham gap: 1.950 eV

Each line ends with the Mulliken charge.
Cartesian coordinates (Å):
C: 5.53035 -3.30786 -0.52451  -0.6814
Nb: 5.79763 -1.03402 -0.69634  -0.9677
C: 3.69527 -0.58265 0.06079  -0.8717
O: 2.67942 -1.52097 -0.51061  0.6698
C: 1.37035 -0.80585 -0.38368  0.3782
C: 0.33106 -0.81268 -1.66055  -0.0094
C: -1.11635 -0.03982 -1.57506  0.4610
C: -1.64588 0.75191 -0.21965  -0.0761
C: -0.60429 0.74494 1.08864  -0.6297
C: 0.88041 -0.01145 0.98012  -0.1013
P: 6.31362 1.49140 -0.71587  0.9550
O: 5.21500 2.34250 0.07675  -0.6551
O: 7.81003 1.69482 0.21859  -0.5773
O: 6.64590 2.11420 -2.30957  -0.5610
H: 4.41783 -3.65438 -0.62530  -0.3337
H: 6.26029 -3.81185 -1.31899  0.3878
H: 5.94495 -3.65635 0.53952  0.3562
H: 5.11091 -0.99838 -2.39478  0.1864
H: 7.45053 -1.34516 -1.36370  0.0631
H: 6.36062 -1.04074 1.03169  0.1441
H: 3.62917 -0.58805 1.24762  0.0447
H: 3.39282 0.48949 -0.36803  0.5906
H: 0.63237 -1.38253 -2.64796  0.0787
H: -1.86372 -0.05376 -2.50315  -0.4399
H: -2.69730 1.28009 -0.14012  0.2399
H: -0.94059 1.27572 2.08953  0.4602
H: 1.57086 0.03766 1.92816  0.3113
H: 7.88720 2.64027 0.54126  0.2902
H: 6.14018 1.61557 -3.02341  0.2964
Mg: -3.49730 0.10385 -2.76893  0.6239
C: -8.24926 1.74314 -1.12444  -1.2935
C: -7.46566 0.63074 -0.40798  0.5432
C: -7.85555 0.61252 1.07939  -1.2035
O: -6.17953 0.92487 -0.48674  -0.4997
H: -8.04797 2.73704 -0.70323  0.3291
H: -8.01000 1.77725 -2.19486  0.3035
H: -9.32771 1.56542 -1.03713  0.3583
H: -7.83631 -0.31535 -0.82707  0.2504
H: -7.63991 1.56463 1.58209  0.2233
H: -7.32819 -0.18147 1.62324  0.3825
H: -8.93021 0.42360 1.18850  0.4048
C: -8.50307 1.24549 4.03353  0.1340
O: -9.17902 0.34872 3.54566  -0.6244
N: -8.87518 2.03877 5.09766  0.0796
C: -8.01464 3.08121 5.61597  -0.9147
C: -10.16643 1.82493 5.71805  -0.9449
H: -7.50398 1.49332 3.63888  0.3649
H: -7.79549 2.86876 6.66627  0.3294
H: -8.53332 4.04061 5.53460  0.3311
H: -7.07643 3.13168 5.05658  0.3294
H: -10.21592 0.79813 6.09282  0.2923
H: -10.94993 1.96396 4.96704  0.2920
H: -10.31911 2.52574 6.54330  0.3765
Ca: 1.75007 -3.29557 -0.88472  0.9542
Cl: 2.95007 -2.83446 2.61528  -0.6624
C: 3.25930 -0.29361 -5.68449  -0.7905
C: 3.23285 -1.11928 -4.40858  0.5419
N: 3.21087 -1.80423 -3.35013  -0.5469
H: 4.08839 0.41850 -5.65058  0.2738
H: 3.38814 -0.94907 -6.55023  0.2742
H: 2.32088 0.25731 -5.79158  0.3087
C: 4.45009 -7.77188 -1.23108  0.2628
Cl: 4.02667 -6.07367 -0.89751  -0.0223
Cl: 2.98017 -8.77611 -1.15655  -0.1125
Cl: 5.17240 -7.89596 -2.85505  -0.0921
Cl: 5.62102 -8.34186 -0.01514  -0.0889
C: 10.99051 3.39745 -0.82416  0.2338
Cl: 12.66201 3.35177 -0.23812  -0.1446
Cl: 10.22948 4.94407 -0.41387  -0.1386
Cl: 10.93707 3.12261 -2.57381  -0.1241
H: 10.43128 2.59737 -0.33266  0.1761
F: -1.84993 2.61223 2.41503  -0.8563
F: 1.45007 -0.32527 -7.42664  -0.9232

---

3.
# BrH3O3P

The ion BrH3O3P with charge +1 in a non-equilibrium geometry (wB97M-V/def2-TZVPD, the Open Molecules 2025 dataset).

## Properties
* energy: -3142.69669 a.u.
* total charge: +1
* Kohn-Sham gap: 10.478 eV

Each line ends with the natural charge from an NBO analysis.
Cartesian coordinates (Å):
O: 0.33049 -1.32674 0.70280  -0.9563
O: 0.64431 -0.09832 -1.37716  -0.9232
O: 0.56165 1.24136 0.66667  -0.9762
P: -0.01726 -0.01046 0.01525  2.2707
Br: -2.41727 0.15091 -0.18256  -0.1114
H: -0.30408 -2.07935 0.42851  0.5748
H: 0.46301 0.70252 -1.86020  0.5383
H: 0.73915 1.42008 1.60668  0.5834

---

Question: energy of number 1 (C24H48O24)?
Answer: -2749.02641 a.u.

---

Question: The lowest Kohn-Sham gap belongs to which entry?
Answer: C18H33CaCl8F2MgN2NbO6P

---

Question: The lowest Kohn-Sham gap belongs to which entry?
Answer: C18H33CaCl8F2MgN2NbO6P

---

Question: Which formula does entry 2 have?
Answer: C18H33CaCl8F2MgN2NbO6P